*one*
Density functional theory data (ωB97M-V/def2-TZVPD) for a gas-phase ion, C4H5N2 (charge +1).

Results
charge: +1
highest occupied orbital energy (spin up / spin down): -15.4 / -15.4 eV
frontier orbital gap (spin up / spin down): 0.295 / 0.296 Eh

Atoms and positions in Å:
C (0.188, 1.217, -0.498)
C (0.924, 0.377, 1.541)
C (-0.675, 0.227, -0.980)
C (-1.308, -0.777, -1.424)
N (0.821, 1.342, 0.579)
N (0.582, -0.789, 1.219)
H (0.358, 1.860, -1.305)
H (1.482, 0.809, 2.351)
H (-1.064, -1.697, -1.001)
H (-2.055, -0.924, -2.196)
H (0.747, -1.646, 1.714)



*two*
Density functional theory data (ωB97M-V/def2-TZVPD) for a gas-phase ion, C4H5N2 (charge +1).

Results
charge: +1
structure (SMILES): C=NC#CC=[NH2+]
highest occupied orbital energy: -13.9 eV
frontier orbital gap: 0.319 Eh

Atoms and positions in Å:
C (2.722, -0.427, 1.666)
N (1.919, -0.222, 0.718)
C (0.737, -0.212, 0.333)
C (-0.321, -0.074, -0.321)
C (-1.372, -0.026, -1.200)
N (-2.503, 0.768, -1.236)
H (3.691, 0.009, 1.871)
H (2.363, -0.986, 2.604)
H (-1.474, -0.806, -1.908)
H (-3.120, 0.311, -1.867)
H (-2.642, 1.664, -0.660)



*three*
Density functional theory data (ωB97M-V/def2-TZVPD) for a gas-phase ion, C4H5N2 (charge +1).

Results
charge: +1
structure (SMILES): CC1=[N+]2N=C2C1
highest occupied orbital energy (spin up / spin down): -16.2 / -16.2 eV
frontier orbital gap (spin up / spin down): 0.347 / 0.347 Eh

Atoms and positions in Å:
C (-0.996, -0.359, -0.394)
C (-0.158, 0.751, 0.124)
N (-0.742, 1.949, 0.405)
N (-0.117, 3.133, 0.870)
C (0.884, 2.407, 0.916)
C (1.229, 0.984, 0.447)
H (-0.440, -1.194, -0.874)
H (-1.911, -0.108, -0.840)
H (-1.392, -0.775, 0.545)
H (1.929, 1.279, -0.356)
H (1.823, 0.387, 1.312)



Stability summary: most stable *two*, least stable *three*.



*one*
Density functional theory data (ωB97M-V/def2-TZVPD) for a gas-phase ion, C4H7N2 (charge +1).

Results
charge: +1
structure (SMILES): [H]/N=[N+]1/C=CCC1
highest occupied orbital energy: -15.3 eV
frontier orbital gap: 0.338 Eh

Atoms and positions in Å:
H (2.602, 1.158, 0.042)
N (2.260, 0.224, -0.118)
N (1.040, 0.001, -0.063)
C (0.547, -1.224, 0.021)
C (-0.796, -1.256, -0.050)
C (-1.332, 0.150, 0.013)
C (-0.119, 1.095, -0.007)
H (1.195, -1.999, 0.170)
H (-1.534, -2.087, -0.035)
H (-1.862, 0.326, -0.851)
H (-2.002, 0.198, 0.801)
H (-0.001, 1.630, -0.871)
H (0.001, 1.785, 0.949)



*two*
Density functional theory data (ωB97M-V/def2-TZVPD) for 2 unconnected molecules or ions with the total composition C4H7N2.

Results
charge: +1
highest occupied orbital energy (spin up / spin down): -15.0 / -14.1 eV
frontier orbital gap (spin up / spin down): 0.304 / 0.231 Eh

Atoms and positions in Å:
C (-0.151, -0.089, -0.671)
C (-0.845, -0.798, -2.557)
C (-0.204, 0.420, -1.977)
C (0.710, 0.149, 2.691)
N (0.017, -1.126, -1.484)
N (0.703, 1.036, 1.684)
H (-1.825, -0.888, -2.236)
H (-0.503, -1.111, -3.498)
H (0.452, 1.110, -2.524)
H (0.385, 0.692, 3.624)
H (-0.180, -0.587, 2.681)
H (1.695, -0.134, 2.782)
H (-0.253, 1.326, 1.486)



*three*
Density functional theory data (ωB97M-V/def2-TZVPD) for a gas-phase ion, C4H7N2 (charge +1).

Results
charge: +1
structure (SMILES): C=[N+]1CC(C)=N1
highest occupied orbital energy: -15.8 eV
frontier orbital gap: 0.388 Eh

Atoms and positions in Å:
C (-2.513, 0.146, 0.119)
N (-1.234, 0.153, 0.128)
C (-0.203, -0.935, -0.191)
C (0.764, 0.250, 0.140)
C (2.153, 0.516, 0.113)
N (-0.201, 1.085, 0.280)
H (-3.201, 0.906, 0.324)
H (-2.892, -0.817, -0.147)
H (-0.237, -1.272, -1.302)
H (-0.347, -1.806, 0.387)
H (2.554, 0.937, 1.072)
H (2.395, 1.201, -0.780)
H (2.962, -0.364, -0.143)



*four*
Density functional theory data (ωB97M-V/def2-TZVPD) for a gas-phase ion, C4H7N2 (charge +1).

Results
charge: +1
structure (SMILES): [H]/N=[N+]1/C=CCC1
highest occupied orbital energy: -15.4 eV
frontier orbital gap: 0.340 Eh

Atoms and positions in Å:
H (-1.633, 1.863, -1.171)
N (-0.773, 1.981, -0.661)
N (-0.234, 0.910, -0.282)
C (0.931, 0.933, 0.420)
C (1.209, -0.324, 0.764)
C (0.169, -1.328, 0.280)
C (-0.721, -0.363, -0.438)
H (1.415, 1.821, 0.734)
H (2.200, -0.626, 1.290)
H (0.534, -2.050, -0.563)
H (-0.319, -1.876, 1.120)
H (-1.046, -0.497, -1.446)
H (-1.731, -0.444, -0.048)



Stability summary: most stable *four*, least stable *two*.



*one*
Density functional theory data (ωB97M-V/def2-TZVPD) for a molecular structure, C8H15N3.

Results
charge: 0
highest occupied orbital energy: -9.1 eV
frontier orbital gap: 0.359 Eh

Atoms and positions in Å:
N (2.729, -2.236, -1.244)
H (3.634, -1.835, -1.463)
H (2.037, -1.853, -2.126)
C (2.237, -1.624, -0.110)
C (0.960, -2.063, 0.064)
C (-0.149, -1.689, -0.698)
H (-1.021, -2.247, -0.364)
C (-0.525, -0.178, -0.775)
H (0.412, 0.342, -0.945)
C (-1.079, 0.307, 0.709)
C (-1.577, 1.534, 0.699)
C (-2.641, 2.248, 0.339)
N (-2.286, 3.848, 0.457)
C (-1.243, 3.828, 0.860)
N (-0.502, 2.707, 0.810)
H (0.528, 2.463, 1.262)
H (-0.557, 4.918, 1.033)
H (-3.512, 1.940, 0.325)
H (-2.147, -0.293, 0.857)
H (-0.391, -0.029, 1.605)
H (-1.200, 0.087, -1.527)
H (0.005, -2.109, -1.655)
H (0.774, -3.380, 0.144)
H (0.579, -2.091, 1.378)
H (2.756, -2.065, 0.453)
H (2.178, -0.531, -0.086)



*two*
Density functional theory data (ωB97M-V/def2-TZVPD) for C8H15N3 in the gas phase.

Results
charge: 0
structure (SMILES): C[C@H]1CC=C[C@H]2[C@@H]1NNN2C
highest occupied orbital energy: -8.2 eV
frontier orbital gap: 0.331 Eh

Atoms and positions in Å:
C (1.618, 2.413, 0.394)
C (0.686, 1.428, -0.181)
C (0.850, 1.195, -1.681)
C (-0.347, 0.525, -2.320)
C (-1.010, -0.383, -1.683)
C (-0.298, -0.999, -0.483)
C (0.668, 0.010, 0.614)
N (-0.086, 0.085, 1.712)
N (-1.452, -0.390, 1.280)
N (-1.359, -1.494, 0.437)
C (-1.212, -2.769, 1.157)
H (1.792, 3.434, -0.161)
H (2.695, 1.965, 0.664)
H (1.185, 2.712, 1.336)
H (-0.325, 1.843, -0.116)
H (1.786, 0.689, -1.849)
H (0.749, 2.177, -2.223)
H (-0.612, 1.022, -3.252)
H (-1.913, -0.960, -1.881)
H (0.419, -1.582, -0.934)
H (1.652, -0.400, 0.609)
H (0.274, -0.568, 2.449)
H (-2.023, -0.674, 2.059)
H (-2.008, -2.761, 1.883)
H (-1.439, -3.617, 0.412)
H (-0.290, -2.902, 1.758)



*three*
Density functional theory data (ωB97M-V/def2-TZVPD) for a molecular structure, C8H15N3.

Results
charge: 0
highest occupied orbital energy: -8.6 eV
frontier orbital gap: 0.350 Eh

Atoms and positions in Å:
N (-3.691, -0.623, -0.523)
H (-3.236, -0.280, -1.494)
H (-4.198, -1.312, -0.840)
C (-2.585, -1.088, 0.212)
C (-1.697, -0.058, 0.427)
C (-0.887, 0.446, -0.539)
C (-0.031, 1.608, -0.109)
H (-0.584, 2.584, -0.052)
H (0.509, 2.071, -1.288)
C (1.175, 1.400, 0.767)
C (1.999, 0.561, 0.352)
C (2.043, -0.833, 0.676)
N (3.156, -1.701, -0.079)
C (3.612, -0.484, -0.783)
N (2.957, 0.543, -0.793)
H (4.302, -0.782, -1.405)
H (3.490, -2.632, 0.171)
H (1.575, -1.513, 1.620)
H (1.823, 2.464, 0.864)
H (0.649, 1.214, 1.843)
H (-1.507, 0.789, -1.536)
H (-0.321, -0.215, -0.728)
H (-2.351, 1.076, 0.939)
H (-1.162, -0.120, 1.600)
H (-2.040, -1.693, -0.455)
H (-2.999, -1.423, 1.150)



Stability summary: most stable *two*, least stable *three*.



*one*
Density functional theory data (ωB97M-V/def2-TZVPD) for C6H5N in the gas phase.

Results
charge: 0
structure (SMILES): C#C[C@@H]1N[C@@H]1C#C
highest occupied orbital energy: -9.2 eV
frontier orbital gap: 0.366 Eh

Atoms and positions in Å:
C (-0.329, 2.639, 0.506)
C (-0.320, 1.491, 0.104)
C (-0.134, 0.549, -0.941)
N (-0.973, -0.601, -1.274)
C (0.393, -0.875, -0.815)
C (0.608, -1.475, 0.504)
C (0.804, -1.992, 1.577)
H (-0.468, 3.234, 1.363)
H (0.050, 1.606, -1.437)
H (-1.650, -0.829, -0.541)
H (1.035, -1.310, -1.584)
H (0.982, -2.437, 2.537)



*two*
Density functional theory data (ωB97M-V/def2-TZVPD) for C6H5N in the gas phase.

Results
charge: 0
structure (SMILES): C#C[C@@H]1N[C@@H]1C#C
highest occupied orbital energy: -9.4 eV
frontier orbital gap: 0.384 Eh

Atoms and positions in Å:
C (-1.832, 0.782, 1.213)
C (-1.260, -0.041, 0.545)
C (-0.555, -1.056, -0.211)
N (0.652, -1.656, 0.358)
C (0.805, -0.743, -0.768)
C (1.205, 0.637, -0.623)
C (1.242, 1.838, -0.546)
H (-2.334, 1.510, 1.813)
H (-1.185, -1.733, -0.782)
H (0.883, -1.191, 1.233)
H (1.106, -1.235, -1.691)
H (1.153, 2.898, -0.483)



Stability summary: most stable *two*, least stable *one*.



*one*
Density functional theory data (ωB97M-V/def2-TZVPD) for 2 unconnected molecules or ions with the total composition C6H5N.

Results
charge: 0
highest occupied orbital energy: -9.9 eV
frontier orbital gap: 0.384 Eh

Atoms and positions in Å:
C (-1.547, 1.103, -0.488)
C (3.367, 1.226, -1.554)
C (-1.359, 0.098, 0.110)
C (2.840, 0.149, -1.414)
C (1.786, -1.934, -0.731)
C (-0.980, -1.050, 0.906)
N (2.380, -1.002, -1.112)
H (-1.972, 1.921, -0.954)
H (3.538, 2.259, -1.558)
H (-0.422, -0.582, 1.670)
H (-1.956, -1.504, 1.441)
H (-0.429, -1.684, 0.359)



*two*
Density functional theory data (ωB97M-V/def2-TZVPD) for 2 unconnected molecules or ions with the total composition C6H5N.

Results
charge: 0
highest occupied orbital energy (spin up / spin down): -7.8 / -7.8 eV
frontier orbital gap (spin up / spin down): 0.191 / 0.191 Eh

Atoms and positions in Å:
C (-0.518, 3.745, -0.274)
C (-0.230, 0.783, 1.166)
C (-0.727, 3.398, 1.039)
C (0.264, -0.243, 0.659)
C (0.757, -1.353, 0.096)
C (0.073, -2.295, -0.742)
N (-0.370, 4.111, -1.399)
H (-0.525, 1.220, 2.089)
H (1.885, -1.624, 0.171)
H (-0.345, -3.291, -0.329)
H (0.693, -2.690, -1.460)
H (-0.957, -1.762, -1.016)



Stability summary: most stable *one*, least stable *two*.



*one*
Density functional theory data (ωB97M-V/def2-TZVPD) for a molecular structure, C5H13NO3.

Results
charge: 0
highest occupied orbital energy: -7.3 eV
frontier orbital gap: 0.287 Eh

Atoms and positions in Å:
C (0.722, 0.780, -0.224)
C (0.762, -0.487, -1.065)
C (0.275, 0.190, 1.759)
C (-0.727, -1.938, -2.270)
C (-0.185, 1.450, 2.426)
N (-0.612, -0.745, -1.476)
O (-1.189, -0.985, 0.149)
O (-0.256, 1.640, -0.531)
O (1.941, 1.360, -0.109)
H (-2.158, -1.026, 0.212)
H (-0.848, 1.148, -1.155)
H (1.843, 2.214, 0.336)
H (1.397, -0.313, -1.954)
H (1.198, -1.304, -0.478)
H (1.328, -0.048, 1.872)
H (-0.221, -0.707, 2.103)
H (-0.330, -2.830, -1.764)
H (-1.774, -2.108, -2.519)
H (-0.160, -1.801, -3.204)
H (-1.053, 1.324, 3.082)
H (0.615, 1.917, 3.003)
H (-0.569, 2.271, 1.807)



*two*
Density functional theory data (ωB97M-V/def2-TZVPD) for 2 unconnected molecules or ions with the total composition C5H13NO3.

Results
charge: 0
structure (SMILES): C[C@@H](O)ON.CC(C)=O
highest occupied orbital energy: -9.2 eV
frontier orbital gap: 0.354 Eh

Atoms and positions in Å:
C (-2.366, -0.312, 0.807)
C (-1.351, 0.226, -0.184)
O (-1.381, -0.347, -1.395)
O (-1.461, 1.623, -0.188)
N (-0.514, 2.221, -1.100)
H (-2.272, 0.192, 1.765)
H (-3.365, -0.131, 0.413)
H (-2.227, -1.384, 0.921)
H (-0.244, -0.031, 0.245)
H (-0.374, -0.743, -1.593)
H (-0.854, 1.998, -2.037)
H (-0.669, 3.214, -0.944)
C (2.147, 0.541, 0.112)
C (1.283, -0.669, -0.160)
C (1.358, -1.779, 0.867)
O (1.012, -0.965, -1.357)
H (1.718, 1.406, -0.399)
H (3.142, 0.361, -0.301)
H (2.241, 0.747, 1.177)
H (2.378, -2.165, 0.894)
H (1.111, -1.407, 1.861)
H (0.691, -2.596, 0.597)



Stability summary: most stable *two*, least stable *one*.



*one*
Density functional theory data (ωB97M-V/def2-TZVPD) for C3H8N2S in the gas phase.

Results
charge: 0
structure (SMILES): CNC(=S)NC
highest occupied orbital energy: -8.2 eV
frontier orbital gap: 0.327 Eh

Atoms and positions in Å:
C (2.500, 0.286, 0.130)
N (1.381, -0.530, -0.232)
C (0.019, -0.187, -0.030)
S (-1.161, -1.321, 0.057)
N (-0.251, 1.116, 0.055)
C (-1.540, 1.557, -0.016)
H (3.292, 0.016, -0.527)
H (2.369, 1.358, -0.102)
H (2.843, 0.218, 1.167)
H (1.508, -1.500, -0.179)
H (0.518, 1.639, -0.240)
H (-2.049, 1.045, -0.843)
H (-2.181, 1.699, 0.803)
H (-1.510, 2.626, -0.255)



*two*
Density functional theory data (ωB97M-V/def2-TZVPD) for C3H8N2S in the gas phase.

Results
charge: 0
structure (SMILES): CN/N=C/CS
highest occupied orbital energy: -8.7 eV
frontier orbital gap: 0.353 Eh

Atoms and positions in Å:
C (-0.622, 1.638, -1.112)
N (0.116, 1.787, 0.048)
N (0.394, 0.717, 0.857)
C (-0.052, -0.365, 0.454)
C (0.453, -1.632, 1.196)
S (1.360, -3.075, 0.276)
H (-0.393, 2.676, -1.582)
H (-0.009, 1.105, -1.918)
H (-1.637, 1.400, -1.037)
H (-0.043, 2.627, 0.513)
H (-0.579, -0.374, -0.449)
H (1.077, -1.347, 2.036)
H (-0.522, -2.152, 1.513)
H (0.457, -3.004, -0.795)



Stability summary: most stable *one*, least stable *two*.



*one*
Density functional theory data (ωB97M-V/def2-TZVPD) for 4 unconnected molecules or ions with the total composition C3H14N2O3.

Results
charge: 0
structure (SMILES): [H]/N=C/NCC.O.O.O
highest occupied orbital energy: -9.0 eV
frontier orbital gap: 0.355 Eh

Atoms and positions in Å:
H (-3.314, 0.831, 1.674)
N (-2.450, 0.582, 1.212)
C (-1.333, 0.720, 1.779)
N (-0.181, 0.416, 1.091)
C (1.099, 1.046, 1.483)
C (1.902, 1.494, 0.294)
H (-1.102, 1.162, 2.756)
H (-0.418, 0.293, 0.096)
H (1.613, 0.338, 2.113)
H (0.777, 1.881, 2.097)
H (1.418, 2.255, -0.318)
H (2.214, 0.680, -0.359)
H (2.788, 1.984, 0.705)
O (-1.736, 0.037, -1.323)
H (-1.276, -0.418, -2.037)
H (-2.191, -0.519, -0.680)
O (-0.504, -2.409, -3.364)
H (0.030, -2.216, -2.590)
H (-1.287, -2.872, -3.058)
O (1.205, -2.009, -0.776)
H (2.050, -2.023, -0.324)
H (0.695, -1.254, -0.472)



*two*
Density functional theory data (ωB97M-V/def2-TZVPD) for 3 unconnected molecules or ions with the total composition C3H14N2O3.

Results
charge: 0
structure (SMILES): NCNCCO.O.O
highest occupied orbital energy: -8.8 eV
frontier orbital gap: 0.340 Eh

Atoms and positions in Å:
N (0.484, 0.368, 2.133)
C (0.964, -0.945, 1.649)
N (0.856, -1.306, 0.233)
C (-0.347, -1.724, -0.390)
C (-1.190, -0.514, -0.918)
O (-1.805, 0.045, 0.244)
H (-0.234, 0.715, 1.496)
H (1.163, 1.117, 1.971)
H (2.014, -1.058, 1.922)
H (0.194, -1.583, 2.102)
H (1.440, -0.718, -0.336)
H (-0.225, -2.539, -1.114)
H (-0.949, -2.313, 0.308)
H (-0.451, 0.157, -1.339)
H (-1.984, -0.775, -1.622)
H (-2.757, -0.049, 0.289)
O (1.913, 1.076, -2.117)
H (1.676, 0.397, -1.479)
H (1.555, 1.865, -1.678)
O (-0.644, 2.744, -0.798)
H (-0.402, 1.907, -0.361)
H (-1.272, 3.134, -0.196)



Stability summary: most stable *one*, least stable *two*.